[1]
DFT (wB97M-V/def2-TZVPD) results for a cluster of 8 separate species, C41H96Br3NO in total at a distorted geometry.

Structure (ORCA input):
```
! wB97M-V def2-TZVPD RIJCOSX def2/J DEFGRID3
* xyz 0 1
C -0.203 3.694 -0.356
O -0.474 4.799 -1.211
C 0.569 4.989 -2.173
C 0.006 5.659 -3.440
C -1.010 4.791 -4.204
N 1.106 6.034 -4.288
H -1.089 3.593 0.272
H 0.607 3.831 0.360
H -0.069 2.778 -0.931
H 1.195 5.724 -1.669
H 1.099 4.062 -2.395
H -0.461 6.587 -3.111
H -1.013 5.228 -5.203
H -1.994 4.802 -3.735
H -0.666 3.759 -4.260
H 1.589 5.181 -4.529
H 0.873 6.310 -5.231
Br 0.520 -0.154 -4.895
C 2.192 0.849 -5.159
Br 3.771 -0.086 -4.403
Br 1.936 2.761 -4.606
H 2.368 0.884 -6.234
C -0.807 1.520 2.975
C -0.408 2.944 3.361
C -1.717 3.810 3.595
C -1.588 5.296 4.014
C -0.943 6.211 2.953
C -1.262 7.707 3.205
H 0.082 1.016 2.595
H -1.605 1.410 2.240
H -1.057 0.931 3.857
H 0.201 2.999 4.263
H 0.109 3.410 2.521
H -2.292 3.246 4.329
H -2.371 3.791 2.723
H -2.577 5.558 4.389
H -1.045 5.269 4.959
H 0.131 6.030 2.960
H -1.248 5.878 1.961
H -2.314 7.953 3.066
H -0.904 7.960 4.202
H -0.656 8.324 2.541
C 1.785 -7.444 1.403
C 0.782 -6.272 1.454
C -0.457 -6.378 0.480
C -1.429 -5.158 0.591
C -2.411 -4.981 -0.648
C -3.564 -6.005 -0.669
H 1.801 -7.946 0.435
H 1.535 -8.181 2.165
H 2.832 -7.197 1.577
H 0.494 -6.051 2.482
H 1.374 -5.406 1.156
H -0.982 -7.326 0.595
H 0.022 -6.372 -0.499
H -2.079 -5.342 1.447
H -0.845 -4.268 0.827
H -2.845 -3.985 -0.557
H -1.871 -4.906 -1.592
H -3.285 -6.854 -1.295
H -3.913 -6.316 0.316
H -4.453 -5.574 -1.129
C -7.313 1.380 5.204
C -6.426 0.734 4.127
C -6.801 0.977 2.626
C -6.838 2.434 2.248
C -5.407 3.034 1.971
C -4.654 2.370 0.788
H -7.056 1.186 6.245
H -8.334 0.999 5.196
H -7.368 2.468 5.166
H -5.371 1.005 4.181
H -6.285 -0.329 4.324
H -7.805 0.586 2.462
H -6.184 0.378 1.956
H -7.457 2.533 1.356
H -7.323 3.054 3.002
H -5.515 4.064 1.630
H -4.860 3.028 2.914
H -5.184 2.463 -0.159
H -3.712 2.888 0.608
H -4.396 1.323 0.951
C 5.164 0.527 4.278
C 3.891 -0.106 3.726
C 3.685 -0.013 2.190
C 3.837 1.407 1.557
C 3.039 1.628 0.262
C 3.682 1.051 -0.994
H 5.285 0.411 5.355
H 5.174 1.605 4.114
H 6.020 0.085 3.768
H 3.812 -1.168 3.959
H 3.077 0.340 4.297
H 2.696 -0.349 1.879
H 4.327 -0.700 1.639
H 3.513 2.163 2.272
H 4.899 1.646 1.508
H 2.044 1.214 0.421
H 2.871 2.697 0.129
H 3.100 1.203 -1.903
H 4.633 1.557 -1.159
H 3.852 -0.017 -0.865
C 1.508 -2.435 -1.546
C 1.222 -1.662 -0.224
C -0.207 -1.182 -0.120
C -0.618 -0.159 -1.205
C -2.051 0.443 -1.003
C -3.064 -0.704 -1.238
H 0.803 -3.261 -1.633
H 2.458 -2.961 -1.454
H 1.321 -1.889 -2.471
H 1.551 -2.250 0.633
H 1.919 -0.825 -0.225
H -0.346 -0.741 0.867
H -0.912 -2.011 -0.069
H 0.136 0.628 -1.220
H -0.531 -0.681 -2.158
H -2.171 0.980 -0.063
H -2.264 1.327 -1.603
H -3.910 -0.239 -1.743
H -2.656 -1.519 -1.835
H -3.309 -1.241 -0.321
C 1.613 -5.265 -3.714
C 2.886 -4.475 -4.085
C 4.164 -5.326 -3.761
C 5.435 -4.892 -4.587
C 5.789 -3.389 -4.592
C 6.157 -2.840 -3.155
H 0.708 -4.747 -4.032
H 1.421 -5.392 -2.649
H 1.600 -6.275 -4.125
H 2.846 -4.423 -5.173
H 2.883 -3.522 -3.557
H 3.928 -6.352 -4.046
H 4.316 -5.281 -2.683
H 6.316 -5.402 -4.198
H 5.364 -5.240 -5.617
H 6.664 -3.174 -5.204
H 4.960 -2.750 -4.897
H 7.009 -3.372 -2.730
H 6.343 -1.767 -3.202
H 5.333 -2.868 -2.442
*
```

Its highest occupied orbital energy is -9.5 eV. As for the lowest unoccupied orbital energy: -0.0268 hartree. The value obtained for the total energy is -9471.669889 a.u.

These are the Löwdin partial charges, in e, on atoms 1 to 8: -0.10, -0.18, -0.20, -0.44, -0.06, 0.02, 0.08, 0.07

[2]
DFT (wB97M-V/def2-TZVPD) results for a cluster of 10 separate species, C42H100N16O10 in total at a distorted geometry.

Structure (ORCA input):
```
! wB97M-V def2-TZVPD RIJCOSX def2/J DEFGRID3
* xyz -1 2
C -2.988 -1.132 -1.875
C -1.546 -0.793 -1.651
C -1.288 0.632 -2.108
C 0.052 1.307 -1.562
C 0.099 1.355 -0.142
C -0.071 -0.165 0.459
N -1.200 -0.910 -0.161
O -1.322 -2.177 0.384
C 1.352 -0.905 0.235
C -0.367 0.043 1.956
C -0.713 -1.669 -2.668
H -3.720 -0.478 -1.401
H -3.312 -1.952 -1.234
H -3.288 -1.272 -2.914
H -1.126 0.805 -3.172
H -2.089 1.359 -1.970
H 0.188 2.341 -1.879
H 0.924 0.939 -2.104
H -0.733 2.004 0.130
H 1.017 1.815 0.225
H 2.101 -0.124 0.102
H 1.553 -1.511 1.119
H 1.377 -1.532 -0.656
H -0.454 -0.917 2.466
H 0.322 0.699 2.488
H -1.285 0.618 2.077
H 0.358 -1.539 -2.824
H -1.243 -1.720 -3.620
H -0.837 -2.654 -2.218
H -0.666 -2.671 -0.114
C 5.135 0.961 -5.864
C 5.189 0.352 -4.406
C 6.650 0.524 -3.860
C 6.795 1.978 -3.418
C 5.880 2.315 -2.319
C 4.347 2.241 -2.746
N 4.221 0.910 -3.414
O 2.895 0.550 -3.584
C 3.447 2.297 -1.534
C 3.949 3.598 -3.387
C 4.931 -1.172 -4.533
H 6.000 0.760 -6.495
H 5.237 2.010 -5.588
H 4.240 0.915 -6.485
H 6.895 -0.091 -2.994
H 7.416 0.428 -4.630
H 6.757 2.679 -4.252
H 7.838 2.218 -3.210
H 6.171 3.349 -2.135
H 6.105 1.848 -1.360
H 2.418 2.193 -1.879
H 3.566 1.435 -0.877
H 3.569 3.141 -0.854
H 4.135 4.462 -2.749
H 4.730 3.653 -4.145
H 3.087 3.692 -4.047
H 5.636 -1.752 -5.128
H 3.946 -1.317 -4.978
H 4.955 -1.519 -3.500
H 2.911 -0.276 -3.094
C 4.904 -4.810 0.155
C 4.419 -4.566 1.635
C 4.593 -5.827 2.456
C 4.528 -5.646 4.030
C 5.527 -4.456 4.399
C 5.179 -3.109 3.576
N 5.043 -3.357 2.104
O 4.869 -2.251 1.203
C 3.847 -2.440 4.129
C 6.284 -2.038 3.824
C 2.856 -4.432 1.518
H 4.929 -5.857 -0.146
H 5.953 -4.546 0.021
H 4.245 -4.400 -0.610
H 3.748 -6.488 2.263
H 5.469 -6.348 2.072
H 4.923 -6.556 4.481
H 3.524 -5.479 4.421
H 6.559 -4.715 4.160
H 5.445 -4.093 5.424
H 2.942 -3.009 3.920
H 3.937 -2.251 5.198
H 3.681 -1.509 3.585
H 7.243 -2.391 3.446
H 6.106 -1.150 3.218
H 6.483 -1.669 4.830
H 2.318 -5.203 0.966
H 2.625 -3.465 1.071
H 2.332 -4.473 2.473
H 5.597 -2.393 0.593
C -5.456 3.893 6.923
C -4.231 4.699 6.422
C -3.331 5.140 7.670
C -2.634 3.984 8.342
C -1.755 3.243 7.383
C -2.491 2.842 6.015
N -3.332 3.958 5.554
O -3.783 3.817 4.254
C -1.313 2.552 5.145
C -3.242 1.523 6.329
C -4.622 6.075 5.782
H -6.202 3.760 6.140
H -5.927 4.378 7.778
H -5.320 2.862 7.251
H -2.620 5.842 7.235
H -3.989 5.662 8.365
H -3.460 3.432 8.790
H -2.020 4.264 9.198
H -1.577 2.346 7.976
H -0.757 3.660 7.247
H -0.565 3.333 5.016
H -0.776 1.683 5.525
H -1.643 2.348 4.126
H -4.028 1.318 5.602
H -2.590 0.656 6.221
H -3.683 1.588 7.324
H -5.140 6.687 6.520
H -5.254 6.022 4.895
H -3.790 6.710 5.479
H -4.078 2.903 4.251
C -5.953 -1.261 1.331
O -6.274 -2.406 1.094
N -6.740 -0.190 1.515
N -4.740 -0.840 1.443
H -7.709 -0.406 1.696
H -6.388 0.749 1.642
H -4.000 -1.527 1.473
H -4.468 0.102 1.686
C 0.470 -1.004 -6.574
O -0.429 -1.667 -6.026
N 0.918 0.125 -6.203
N 0.896 -1.294 -7.763
H 0.728 0.470 -5.273
H 1.575 0.533 -6.853
H 1.556 -0.717 -8.264
H 0.516 -2.134 -8.175
C -6.959 0.019 -2.128
O -6.750 0.747 -1.171
N -8.115 0.010 -2.711
N -6.170 -0.947 -2.519
H -8.777 0.719 -2.429
H -8.173 -0.573 -3.534
H -5.373 -1.233 -1.968
H -6.385 -1.473 -3.354
C -2.349 -4.183 -4.548
O -3.062 -3.501 -5.242
N -1.040 -4.059 -4.546
N -2.806 -5.097 -3.775
H -0.436 -4.518 -3.880
H -0.716 -3.331 -5.167
H -2.259 -5.644 -3.126
H -3.750 -5.002 -3.429
C -4.453 2.312 0.847
O -4.429 1.907 2.023
N -3.628 1.904 -0.112
N -5.337 3.163 0.456
H -3.714 2.177 -1.081
H -2.957 1.154 -0.025
H -5.396 3.291 -0.544
H -5.915 3.395 1.252
C -2.504 1.250 -6.397
O -2.102 2.419 -6.356
N -2.726 0.485 -7.459
N -2.802 0.540 -5.330
H -2.656 0.903 -8.376
H -3.206 -0.401 -7.407
H -2.991 -0.452 -5.318
H -2.671 1.056 -4.472
*
```

Its highest occupied orbital energy (alpha / beta) is 0.3 / -6.1 eV. As for the lowest unoccupied orbital energy (alpha / beta): 0.0768 / 0.0749 hartree. The value obtained for the total energy is -3288.593128 a.u.

These are the Löwdin partial charges, in e, on atoms 1 to 8: -0.06, -0.44, -0.11, -0.22, -0.16, -0.40, -0.11, -0.03

[3]
DFT (wB97M-V/def2-TZVPD) results for a cluster of 13 separate species, C42H101N3O30S10 in total at a distorted geometry.

Structure (ORCA input):
```
! wB97M-V def2-TZVPD RIJCOSX def2/J DEFGRID3
* xyz 0 1
O -21.810 -0.915 3.819
S -22.299 0.214 3.172
O -23.376 0.142 2.263
O -22.792 1.255 4.344
C -22.363 1.078 5.708
C -21.844 2.345 6.257
C -21.008 1.022 2.325
H -21.587 0.383 5.767
H -23.250 0.687 6.232
H -22.520 3.235 6.268
H -20.896 2.540 5.730
H -21.509 2.272 7.290
H -20.741 0.559 1.415
H -20.169 1.244 2.988
H -21.472 1.904 1.950
O -22.971 10.078 5.615
S -24.199 10.616 6.221
O -24.400 10.308 7.602
O -24.198 12.194 6.038
C -25.273 12.895 6.715
C -24.766 14.038 7.543
C -25.666 10.040 5.343
H -25.770 12.143 7.401
H -25.965 13.282 5.974
H -24.115 13.605 8.327
H -25.643 14.483 8.083
H -24.298 14.892 7.085
H -26.641 10.405 5.767
H -25.609 8.928 5.462
H -25.725 10.239 4.257
O -32.042 3.660 10.350
S -30.882 3.950 11.100
O -30.246 2.895 11.860
O -29.786 4.541 10.084
C -30.354 4.768 8.734
C -30.156 3.538 7.889
C -31.225 5.258 12.266
H -29.777 5.538 8.261
H -31.350 5.012 8.864
H -30.121 3.779 6.818
H -30.913 2.761 8.018
H -29.138 3.119 8.060
H -30.981 6.234 11.913
H -30.538 5.147 13.135
H -32.276 5.244 12.582
O -25.447 -2.723 14.128
S -26.695 -2.447 13.435
O -27.063 -1.025 13.409
O -26.514 -3.025 12.027
C -25.258 -2.584 11.301
C -25.367 -2.970 9.862
C -28.093 -3.462 13.971
H -24.456 -3.059 11.852
H -25.326 -1.502 11.483
H -26.262 -2.560 9.522
H -25.422 -4.048 9.622
H -24.572 -2.625 9.224
H -28.067 -4.451 13.497
H -28.980 -2.961 13.552
H -27.950 -3.553 15.057
O -17.463 3.546 3.283
S -18.530 3.656 4.196
O -19.773 4.033 3.624
O -18.706 2.249 4.874
C -17.546 1.316 4.915
C -18.110 0.008 5.369
C -18.245 4.669 5.557
H -16.859 1.762 5.693
H -17.082 1.455 3.968
H -19.023 -0.183 4.752
H -18.436 0.015 6.401
H -17.542 -0.936 5.152
H -17.508 4.202 6.207
H -19.253 4.702 5.927
H -17.926 5.626 5.146
O -18.637 2.006 10.409
S -19.651 2.298 9.508
O -19.329 2.903 8.251
O -20.351 0.954 9.253
C -20.677 0.011 10.302
C -21.299 -1.186 9.568
C -20.924 3.320 10.293
H -21.465 0.445 11.051
H -19.797 -0.328 10.876
H -21.720 -1.901 10.331
H -20.504 -1.621 8.946
H -22.058 -0.835 8.889
H -20.545 4.322 10.486
H -21.293 2.757 11.180
H -21.832 3.444 9.610
O -27.659 -0.415 6.922
S -27.088 -0.870 5.672
O -27.787 -1.856 4.862
O -26.757 0.494 4.793
C -26.891 0.472 3.356
C -26.656 1.879 2.884
C -25.435 -1.435 5.960
H -27.867 0.063 3.098
H -26.178 -0.212 2.915
H -27.413 2.652 3.213
H -26.399 1.866 1.814
H -25.712 2.071 3.428
H -25.434 -2.476 6.351
H -24.946 -0.856 6.702
H -24.944 -1.499 4.973
O -28.730 5.243 4.812
S -28.308 6.615 4.764
O -28.000 7.308 5.991
O -27.018 6.725 3.865
C -26.553 5.691 2.936
C -26.394 6.303 1.569
C -29.515 7.536 3.851
H -27.224 4.846 2.909
H -25.624 5.308 3.314
H -27.326 6.717 1.159
H -26.037 5.637 0.802
H -25.653 7.073 1.648
H -29.037 8.224 3.206
H -30.094 8.178 4.553
H -30.078 6.751 3.336
O -23.625 7.801 3.360
S -23.200 6.830 4.317
O -24.107 6.544 5.360
O -22.886 5.431 3.701
C -22.544 5.273 2.344
C -23.360 4.029 1.884
C -21.657 7.262 4.939
H -21.466 5.112 2.310
H -22.942 6.163 1.732
H -23.146 3.267 2.661
H -22.937 3.713 0.910
H -24.452 4.182 1.681
H -21.875 8.165 5.430
H -20.869 7.530 4.220
H -21.415 6.489 5.648
O -24.501 0.188 8.855
S -24.935 1.534 8.905
O -24.279 2.438 9.839
O -24.897 2.194 7.394
C -25.484 3.534 7.297
C -26.343 3.612 6.040
C -26.673 1.469 9.218
H -24.686 4.302 7.422
H -26.070 3.659 8.281
H -25.727 3.328 5.215
H -26.634 4.652 5.832
H -27.340 3.090 6.048
H -27.132 2.392 9.574
H -26.880 0.745 9.975
H -27.121 1.099 8.263
C -26.171 3.125 12.485
C -26.648 1.843 13.240
C -25.427 1.293 14.149
C -24.328 0.663 13.370
N -23.439 0.293 12.775
H -25.524 2.859 11.632
H -25.679 3.899 13.079
H -27.072 3.638 12.094
H -27.080 1.140 12.517
H -27.491 2.051 13.860
H -25.820 0.539 14.805
H -25.112 2.085 14.849
C -30.501 -0.200 9.428
C -29.580 -0.120 10.636
C -30.449 -0.522 11.856
C -30.994 -1.841 11.761
N -31.275 -2.945 11.831
H -30.014 0.207 8.560
H -31.455 0.226 9.688
H -30.725 -1.243 9.186
H -29.338 0.904 10.878
H -28.655 -0.644 10.563
H -31.293 0.240 11.809
H -29.918 -0.353 12.771
C -26.604 8.251 9.049
C -25.961 6.975 9.559
C -26.951 5.992 10.322
C -27.995 6.725 11.109
N -28.723 7.129 11.902
H -26.709 8.880 9.927
H -27.583 8.073 8.636
H -26.070 8.843 8.299
H -25.083 7.222 10.219
H -25.599 6.466 8.706
H -26.473 5.357 11.032
H -27.574 5.381 9.607
*
```

Its highest occupied orbital energy is -10.6 eV. As for the lowest unoccupied orbital energy: -0.0008 hartree. The value obtained for the total energy is -8063.995955 a.u.

These are the Löwdin partial charges, in e, on atoms 1 to 8: -0.25, 0.54, -0.26, -0.24, -0.25, -0.05, -0.10, 0.09